Here is a 7-piece molecular cluster, C42H74NO21 overall in a non-equilibrium geometry from OMol25. Energies are from the ωB97M-V functional and the def2-TZVPD basis.

max |F|	2.03	eV/A
net charge	+1
energy relative to the best compared isomer or geometry (same formula, charge and spin)	0.00	kcal/mol
E	-3279.394050	Eh
Kohn-Sham gap	8.96	eV
LUMO energy	-2.581	eV
multiplicity	1

Cartesian coordinates (Å):
O  5.90  7.86  -7.47
O  7.35  4.84  -2.13
O  6.90  4.02  -4.18
O  2.62  -0.21  -0.16
O  1.26  -7.27  6.68
O  -3.82  -5.45  3.95
O  -8.60  1.47  3.70
O  8.17  6.56  -8.41
O  2.28  -5.32  6.18
O  -0.94  0.42  2.06
O  -2.44  -6.91  2.69
O  4.12  7.93  -8.84
O  7.57  6.14  -3.96
O  9.51  4.76  -8.60
O  4.02  -1.96  -0.40
O  3.49  -7.15  6.69
O  -10.24  -0.02  4.12
O  10.15  6.76  -9.43
O  4.55  0.06  -1.25
O  -10.56  1.57  2.59
O  4.18  6.43  -7.18
N  -5.20  -4.65  1.91
C  3.04  7.01  -9.06
C  -9.69  1.05  3.50
C  -12.20  -1.44  3.81
C  10.35  9.17  -9.71
C  -1.29  -6.06  2.57
C  0.13  -4.41  3.89
C  -4.68  -3.48  2.69
C  7.62  5.84  -5.37
C  4.83  7.45  -7.79
C  -11.64  0.65  2.46
C  9.43  7.97  -9.70
C  6.67  4.66  -5.46
C  1.75  -8.62  6.77
C  7.28  4.99  -3.31
C  -3.88  -2.52  1.80
C  -11.65  -0.04  3.80
C  -0.99  -0.33  3.23
C  3.78  1.25  -1.50
C  4.13  -9.49  6.93
C  -1.73  0.41  4.33
C  9.30  5.91  -8.80
C  -3.67  -4.05  3.73
C  3.76  -0.81  -0.59
C  -4.08  -5.54  1.51
C  -4.46  -2.20  0.42
C  2.34  -6.47  6.49
C  2.83  6.42  -7.69
C  -6.07  -0.30  2.87
C  -0.15  -0.20  1.07
C  3.15  -8.41  7.30
C  2.80  1.21  -0.35
C  -3.66  -6.27  2.81
C  -0.58  -5.77  3.90
C  8.41  7.97  -8.58
C  6.95  3.72  -6.60
C  2.25  5.03  -7.68
C  -4.21  -0.08  4.71
C  -3.19  0.76  3.95
C  -5.87  -2.86  3.47
C  -6.65  -1.72  2.77
C  4.66  2.48  -1.54
C  -5.67  0.15  4.29
H  6.81  4.22  -7.56
H  11.11  9.06  -10.49
H  10.88  9.26  -8.76
H  -4.43  -6.33  0.85
H  -6.86  0.37  2.56
H  -11.41  -0.04  1.64
H  -1.74  -0.25  5.19
H  -2.65  -3.81  3.46
H  -2.91  -2.98  1.62
H  1.12  -9.21  7.44
H  1.86  1.70  -0.57
H  7.97  3.34  -6.56
H  -1.31  -5.78  4.70
H  -1.48  -5.11  2.06
H  -5.79  -4.35  1.13
H  3.85  -10.44  7.38
H  5.21  2.59  -0.61
H  7.29  6.69  -5.95
H  0.80  -0.56  1.46
H  -0.43  -3.66  4.44
H  -5.92  1.19  4.48
H  0.38  -4.05  2.89
H  -12.09  -1.89  4.79
H  -12.57  1.17  2.24
H  -6.59  -3.67  3.62
H  -5.26  -1.47  0.44
H  9.79  10.08  -9.90
H  0.06  0.52  0.29
H  -5.61  -2.53  4.46
H  2.16  7.53  -9.44
H  -3.28  -5.03  1.00
H  -4.09  0.10  5.78
H  2.22  4.64  -6.66
H  8.81  8.38  -7.65
H  8.94  7.86  -10.67
H  1.07  -4.50  4.42
H  -7.63  -1.68  3.25
H  -3.28  0.63  2.88
H  4.06  3.37  -1.70
H  -6.83  -2.04  1.75
H  -3.66  -1.62  2.36
H  6.29  2.86  -6.55
H  -3.66  -1.74  -0.17
H  -3.83  -3.57  4.69
H  -13.26  -1.44  3.54
H  7.50  8.50  -8.84
H  -0.69  -1.04  0.61
H  -3.38  1.81  4.17
H  0.02  -0.57  3.59
H  3.21  1.63  0.57
H  3.27  1.12  -2.45
H  -1.48  -1.30  3.06
H  -5.80  -5.21  2.51
H  4.18  -9.62  5.85
H  -6.27  -0.45  4.98
H  5.13  -9.23  7.27
H  1.24  5.02  -8.09
H  0.18  -6.54  4.05
H  3.14  -8.26  8.38
H  -3.97  -1.13  4.57
H  1.74  -9.06  5.77
H  5.63  5.00  -5.49
H  -4.39  -7.07  2.94
H  2.87  4.34  -8.26
H  8.64  5.58  -5.63
H  -5.25  -0.12  2.18
H  2.23  7.08  -7.06
H  -0.59  -6.60  1.94
H  -12.16  0.57  4.55
H  -11.66  -2.07  3.10
H  -4.76  -3.08  -0.14
H  5.39  2.40  -2.34
H  -1.16  1.31  4.53
H  3.36  6.27  -9.80

=====

Here is a 3-piece molecular cluster, C42H74NO8PS3 overall in a non-equilibrium geometry from OMol25. Energies are from the ωB97M-V functional and the def2-TZVPD basis.

max |F|	1.02	eV/A
E	-3837.400581	Eh
SMILES string	CCCOc1c2c(c(P(O)(O)=S)c(CCCOC)c1OC[C@H](C)CC(C)C)Sc1c(CCCCS(=O)(=O)O)cccc1N2.CCCCCC.CCCCCC
Kohn-Sham gap	8.23	eV
LUMO energy	0.286	eV
multiplicity	1

Cartesian coordinates (Å):
S  2.73  3.93  0.70
S  3.73  0.69  2.94
S  8.59  5.94  0.13
P  1.56  2.94  1.86
O  8.77  5.75  -1.27
O  -0.76  -1.16  -0.45
O  0.92  2.90  -2.60
O  2.05  3.00  3.39
O  0.08  3.54  1.98
O  1.08  -2.88  0.51
O  7.04  6.20  0.37
O  9.31  6.99  0.78
N  3.22  -2.01  2.04
C  -7.35  -7.85  2.08
C  7.16  -0.71  1.32
C  -3.43  -2.42  -1.38
C  -1.16  6.34  -4.17
C  -4.38  -8.57  1.39
C  -0.48  1.74  -0.22
C  6.56  1.59  2.26
C  -4.61  -0.03  1.63
C  -2.83  -2.32  0.04
C  -0.46  2.66  -2.57
C  0.41  0.74  0.50
C  -2.23  7.30  -3.64
C  -1.54  5.57  -5.43
C  2.25  -1.10  1.58
C  2.14  -5.20  3.05
C  4.55  -1.61  1.80
C  -2.76  4.66  -5.24
C  1.19  -1.55  0.80
C  8.88  4.37  0.95
C  4.95  -0.33  2.16
C  -2.76  -6.61  1.54
C  -0.77  1.44  -1.71
C  6.24  0.15  1.91
C  -5.38  -7.89  0.45
C  -3.62  -7.62  2.30
C  -1.55  9.30  -5.07
C  2.34  0.26  1.91
C  -6.45  -7.05  1.15
C  -3.90  -2.44  1.13
C  -5.03  -1.41  1.08
C  -2.01  -1.07  0.24
C  -2.68  8.36  -4.64
C  0.61  -3.70  1.60
C  0.28  -0.64  0.28
C  1.41  1.19  1.39
C  1.46  -4.98  1.69
C  5.49  -2.47  1.21
C  7.61  3.66  1.37
C  -6.19  -1.94  1.92
C  7.84  2.17  1.64
C  1.55  2.57  -3.82
C  6.77  -2.01  0.99
H  -6.51  -2.92  1.57
H  5.73  2.18  1.87
H  -1.39  1.94  0.34
H  -5.98  -6.23  1.70
H  7.21  4.14  2.25
H  -2.55  -0.20  -0.10
H  -5.39  -1.30  0.07
H  -2.21  -5.97  2.23
H  -2.98  -8.21  2.96
H  -3.80  -0.10  2.35
H  -3.35  -5.96  0.90
H  8.64  2.07  2.37
H  -7.86  -8.64  1.54
H  1.07  1.71  -4.29
H  -3.39  -2.35  2.09
H  -4.35  -3.43  1.12
H  2.09  -4.32  3.69
H  -4.34  0.65  0.83
H  -3.12  7.89  -5.52
H  -1.12  9.82  -4.21
H  -5.90  -2.03  2.97
H  -3.56  -1.45  -1.85
H  6.85  3.75  0.60
H  3.20  -5.40  2.90
H  -4.90  -9.31  2.00
H  -7.07  -6.57  0.38
H  -2.79  -3.05  -2.00
H  -5.88  -8.67  -0.15
H  -0.92  5.62  -3.37
H  -0.07  0.67  -2.02
H  1.72  -6.05  3.58
H  -3.10  6.73  -3.32
H  8.16  -0.39  1.11
H  -1.93  10.06  -5.76
H  -1.78  1.11  -1.89
H  -2.97  4.12  -6.16
H  0.06  2.67  -0.25
H  -8.11  -7.21  2.53
H  -4.40  -2.90  -1.33
H  0.64  -3.17  2.55
H  -4.31  -7.08  2.96
H  -0.69  4.96  -5.73
H  9.53  4.61  1.78
H  -0.93  3.54  -2.13
H  9.46  3.81  0.23
H  1.53  3.42  -4.51
H  6.55  1.74  3.34
H  5.18  -3.47  0.95
H  -1.84  7.79  -2.75
H  -2.03  -7.14  0.91
H  0.85  -5.85  1.46
H  -3.67  -9.14  0.78
H  2.58  2.30  -3.62
H  -0.89  2.50  -3.56
H  7.48  -2.69  0.54
H  1.64  2.31  3.93
H  -3.47  8.96  -4.18
H  -1.73  6.26  -6.25
H  3.07  -2.91  1.59
H  6.96  6.96  0.96
H  -6.78  -8.31  2.89
H  8.08  1.68  0.70
H  -4.84  -7.27  -0.27
H  -3.65  5.23  -4.98
H  -0.75  8.77  -5.58
H  -0.23  6.89  -4.36
H  -2.57  3.93  -4.46
H  2.21  -4.91  0.91
H  -1.83  -0.94  1.31
H  0.12  4.37  1.48
H  -2.14  -3.16  0.15
H  -7.04  -1.27  1.88
H  -5.46  0.42  2.13
H  -0.43  -3.96  1.39

=====

Here is C42H76BrCl16F5I2N3O3S3 as an isolated structure in a non-equilibrium geometry from OMol25. Energies are from the ωB97M-V functional and the def2-TZVPD basis.

max |F|	1.80	eV/A
net charge	+1
E	-14261.851640	Eh
Kohn-Sham gap	7.55	eV
LUMO energy	-3.674	eV
multiplicity	1

Cartesian coordinates (Å):
I  -1.27  -4.77  -1.26
I  -0.60  -3.34  -4.94
Br  -2.12  3.39  -2.97
Cl  2.20  2.66  4.33
Cl  6.04  1.88  2.62
Cl  4.72  3.95  6.26
Cl  2.96  -3.92  -6.00
Cl  4.24  3.31  0.13
Cl  3.03  -7.31  -5.88
Cl  -3.22  2.05  9.22
Cl  -5.96  2.71  4.05
Cl  6.31  -1.90  1.25
Cl  2.91  -0.22  8.14
Cl  2.83  -0.37  -4.35
Cl  8.06  -0.73  -1.41
Cl  -9.28  2.99  4.71
Cl  3.65  0.09  11.44
Cl  4.37  2.34  -3.08
Cl  -2.54  1.27  5.98
S  -3.07  -0.54  -4.98
S  -5.44  -1.88  -2.87
S  -4.70  1.80  0.88
F  1.75  -4.57  -0.17
F  -5.15  -3.36  -3.16
F  3.07  -3.07  -0.97
F  1.61  -3.99  -2.26
F  -6.72  2.29  -2.12
O  -5.73  -1.28  -4.11
O  -6.40  -1.88  -1.83
O  1.92  -0.20  2.74
N  -0.06  0.81  -3.11
N  -3.73  0.38  -2.54
N  -3.36  1.16  -1.43
C  3.53  0.99  -5.27
C  -2.87  -2.21  -0.10
C  -3.99  1.40  -0.41
C  5.59  3.59  2.49
C  -2.43  1.89  -4.19
C  -0.29  -0.77  2.01
C  7.94  -2.43  -0.87
C  -0.76  3.26  -5.67
C  -1.16  0.04  -0.34
C  0.98  1.22  -2.17
C  -3.94  -1.08  -2.04
C  0.83  -2.42  -0.59
C  -4.96  1.11  -3.10
C  0.07  -1.77  -1.74
C  1.01  -1.27  2.63
C  -6.29  1.00  -2.35
C  3.27  -0.67  2.67
C  6.58  -2.74  -0.29
C  -2.54  0.49  -3.54
C  -2.62  3.16  7.96
C  3.01  3.73  6.72
C  -3.17  2.82  6.60
C  4.24  3.78  1.85
C  -1.53  1.96  -5.45
C  1.79  -3.52  -1.01
C  -7.17  3.63  3.10
C  -8.24  4.23  3.98
C  -1.17  -0.12  -2.93
C  4.74  0.42  10.08
C  3.74  -4.93  -4.75
C  4.01  0.98  8.89
C  -1.24  -0.95  -1.57
C  -2.40  -3.54  -3.81
C  -4.04  -3.13  0.26
C  -0.09  0.15  0.78
C  2.40  2.50  6.10
C  0.85  2.55  -1.44
C  -2.59  -1.87  -1.59
C  4.77  1.54  -4.62
C  -2.79  -5.03  -4.09
C  4.31  -6.20  -5.33
C  -2.48  -3.29  -2.29
H  -0.82  -0.22  2.79
H  3.76  0.61  -6.27
H  -3.08  -5.09  -5.14
H  0.90  3.37  -2.15
H  -4.12  -3.14  1.35
H  4.72  1.28  8.12
H  0.95  0.15  0.47
H  -1.95  -5.70  -3.98
H  -0.24  1.15  1.17
H  2.76  1.76  -5.36
H  -3.18  -1.28  0.40
H  2.47  4.63  6.44
H  0.03  3.40  -4.94
H  3.96  4.83  1.90
H  -0.11  -2.55  -2.48
H  5.50  0.76  -4.42
H  0.39  0.57  -3.98
H  3.52  -0.87  1.63
H  1.50  -1.71  -0.12
H  3.39  -1.58  3.27
H  -3.41  -3.77  -2.03
H  1.25  0.47  -1.42
H  -0.79  1.16  -5.49
H  -3.18  -3.02  -4.35
H  -6.63  4.41  2.57
H  5.79  -2.45  -0.97
H  -7.80  4.82  4.78
H  1.90  1.31  -2.74
H  3.48  3.18  2.35
H  -1.84  -0.89  -5.36
H  2.99  3.63  7.81
H  5.25  -0.51  9.82
H  -0.27  3.16  -6.65
H  -7.04  0.50  -2.97
H  -1.53  3.11  7.97
H  -2.88  3.59  5.89
H  4.54  -4.33  -4.32
H  -3.66  -5.34  -3.51
H  8.11  -3.05  -1.75
H  6.50  -3.80  -0.09
H  -3.41  2.16  -4.57
H  1.41  2.34  6.52
H  0.21  -2.79  0.22
H  -1.95  -2.48  0.41
H  -4.26  2.76  6.62
H  -7.61  2.95  2.37
H  -5.08  0.92  -4.16
H  0.80  -1.17  -2.27
H  4.96  -5.99  -6.18
H  3.00  -5.14  -3.98
H  4.88  -6.72  -4.56
H  1.72  2.66  -0.79
H  3.00  1.61  6.28
H  -2.17  1.84  -6.33
H  -8.87  4.88  3.37
H  5.56  4.00  3.50
H  -2.08  0.11  0.23
H  -4.44  -0.90  -1.10
H  -1.41  4.12  -5.75
H  3.91  0.12  3.06
H  6.37  4.10  1.93
H  3.41  1.84  9.17
H  -4.71  2.17  -3.06
H  -5.00  -2.75  -0.10
H  -0.06  2.66  -0.85
H  1.43  -2.12  2.09
H  5.48  1.14  10.42
H  -2.93  4.16  8.24
H  -3.92  -4.17  -0.04
H  -6.24  0.47  -1.40
H  5.22  2.29  -5.27
H  -0.90  -1.65  1.78
H  -1.00  -0.95  -3.62
H  8.73  -2.60  -0.15
H  -1.15  1.03  -0.79
H  0.78  -1.65  3.64